The molecule C5H7N3 in a non-equilibrium geometry. Source: the OMol25 dataset; level of theory: ωB97M-V/def2-TZVPD.

Last column: Mulliken charge in e.
Positions of all 15 atoms, in Å:
C (-0.738, 0.235, 1.914)  -0.425
C (-0.669, 0.842, 0.582)  0.223
C (0.385, 0.276, -0.304)  -0.089
C (1.625, 0.700, -0.937)  -0.578
C (0.102, -0.970, -0.925)  -0.251
H (-1.033, 0.869, 2.772)  0.247
H (-0.078, -0.552, 2.221)  0.243
H (-2.677, 0.326, 0.928)  0.226
H (-1.039, 1.901, 0.532)  0.375
H (2.331, 1.445, -0.691)  0.446
H (1.250, -1.919, -2.448)  0.200
H (-0.807, -1.630, -0.910)  0.409
N (-1.752, -0.115, 0.898)  -0.550
N (2.038, -0.245, -1.821)  -0.774
N (1.062, -1.162, -1.810)  0.298

Values from the calculation:
Spin multiplicity = 1
SMILES string = c1n[nH]cc1[C@@H]1CN1
Relative energy (zero: lowest compared OMol25 entry of this formula, charge and spin) = 64.2 kcal per mole
F_max = 2.91 eV/Å
Energy = -9766.605 eV
HOMO-LUMO gap = 9.8 eV